No. 1
{
  "formula": "C7H11NO7P2",
  "method": "ωB97M-V/def2-TZVPD",
  "orbital_gap_ev": 6.57,
  "e_tot_ha": -1537.61537,
  "e_lumo_ev": 5.23,
  "total_charge": -2,
  "elements": ["O", "O", "O", "O", "N", "O", "O", "O", "C", "C", "C", "C", "C", "C", "C", "P", "P", "H", "H", "H", "H", "H", "H", "H", "H", "H", "H", "H"],
  "coordinates": [[3.0166, -0.2595, -2.4642], [0.1023, 2.3501, -0.4654], [1.4537, 1.4565, -3.0659], [-1.6567, 0.8203, -0.2676], [-0.7918, -4.1662, 1.3217], [0.0339, -1.5003, -2.1572], [2.5343, 1.5870, -0.7209], [-0.9687, 1.4831, -2.6507], [-1.2628, -3.7093, 2.4180], [-0.6746, -1.2971, 1.8444], [-0.0452, -1.8242, 0.7549], [-0.4141, -3.2043, 0.2418], [-1.6448, -2.2280, 2.5188], [0.9468, -0.9806, 0.0140], [0.5813, -0.3700, -1.3452], [1.9270, 0.6382, -1.8473], [-0.4863, 1.1357, -1.1018], [0.7504, -1.9807, -2.6607], [1.7984, 2.2495, -0.6191], [0.0017, 1.4844, -2.9971], [-1.4200, -4.3669, 3.3151], [-0.6982, -0.3184, 2.1436], [-1.2144, -3.1648, -0.5348], [0.3496, -3.6993, -0.3444], [-1.5770, -2.0848, 3.5986], [-2.7458, -2.0900, 2.3259], [1.2451, -0.1181, 0.7278], [1.9801, -1.4012, -0.0106]],
  "atomic_forces_ev_per_a": [[-0.37, -0.16, 2.20], [2.85, 0.83, -0.20], [-0.45, 0.43, 1.37], [-1.96, -1.91, 0.68], [0.24, -0.28, 0.90], [1.25, 1.12, -0.31], [-0.25, -0.31, 0.25], [0.89, -0.88, 1.70], [-0.08, 0.83, -1.95], [-0.35, -4.50, -2.61], [-0.66, 1.27, 0.73], [-0.94, -0.27, 0.47], [-0.33, -0.74, 1.92], [1.75, 1.94, 1.81], [-0.95, -1.36, 1.78], [5.58, -1.17, -7.16], [-5.40, 0.99, -0.95], [-0.51, 1.43, 0.91], [-0.31, 0.07, 0.49], [-0.33, 0.53, -0.90], [0.02, 0.37, -1.00], [0.54, 2.32, 0.45], [0.05, 0.34, 0.79], [0.68, 0.15, 0.22], [-0.18, 0.56, 0.38], [0.94, -0.04, -0.38], [-0.97, -0.91, -1.04], [-0.75, -0.66, -0.55]],
  "mulliken_charge": [-0.933, -0.891, -0.878, -0.833, -0.654, -0.632, -0.540, -0.667, 0.004, -0.421, 0.692, -0.529, -0.739, -1.609, 0.813, 0.919, 0.779, 0.362, 0.435, 0.503, 0.325, 0.471, 0.226, 0.295, 0.328, 0.218, 0.333, 0.623]
}

=====

No. 2
{
  "formula": "C63H48InN5O2P3S4SbSi",
  "method": "ωB97M-V/def2-TZVPD",
  "relative_energy_kj_mol": 0.00,
  "orbital_gap_ev": 5.57,
  "e_tot_ha": -6190.57870,
  "e_lumo_ev": 3.64,
  "total_charge": -2,
  "elements": ["In", "C", "C", "C", "C", "C", "C", "P", "C", "C", "C", "C", "C", "C", "C", "C", "C", "C", "C", "C", "Si", "C", "C", "C", "C", "C", "C", "P", "C", "C", "C", "C", "C", "C", "C", "C", "C", "C", "C", "C", "C", "C", "C", "C", "C", "C", "P", "C", "C", "C", "C", "C", "C", "C", "C", "C", "C", "C", "C", "H", "H", "H", "H", "H", "H", "H", "H", "H", "H", "H", "H", "H", "H", "H", "H", "H", "H", "H", "H", "H", "H", "H", "H", "H", "H", "H", "H", "H", "H", "H", "H", "H", "H", "H", "H", "H", "H", "H", "H", "H", "H", "S", "Sb", "S", "S", "S", "O", "N", "C", "C", "N", "C", "N", "N", "C", "O", "C", "C", "C", "N", "C", "C", "H", "H", "H", "H", "H", "H"],
  "coordinates": [[0.8030, -0.8283, 0.7590], [4.3223, 4.1461, -0.2233], [4.8068, 2.7196, -0.2895], [2.8273, 1.7277, 1.2918], [1.8795, 2.8496, 1.3872], [2.0528, 4.0920, 0.9214], [3.2082, 4.6801, 0.2762], [0.2741, 2.2944, 2.1553], [0.2701, 3.1784, 3.7519], [1.4454, 3.3700, 4.4758], [1.3990, 3.8101, 5.7899], [0.1796, 4.0621, 6.4008], [-0.9966, 3.8926, 5.6826], [-0.9527, 3.4414, 4.3738], [-0.8706, 3.2704, 1.1162], [-1.1783, 4.6116, 1.3419], [-1.8700, 5.3389, 0.3863], [-2.2076, 4.7395, -0.8171], [-1.9450, 3.3917, -1.0189], [-1.3139, 2.6115, -0.0478], [-1.2033, 0.6667, -0.1729], [-2.9268, 0.2437, 0.6073], [-4.0010, 1.1358, 0.4856], [-5.2729, 0.8158, 0.9252], [-5.5186, -0.4278, 1.4930], [-4.4736, -1.3145, 1.6583], [-3.1844, -0.9829, 1.2309], [-1.7856, -2.0431, 1.7622], [-2.1655, -1.7859, 3.5418], [-2.6074, -2.7702, 4.4137], [-2.9137, -2.4477, 5.7290], [-2.7743, -1.1491, 6.1833], [-2.3092, -0.1633, 5.3225], [-2.0140, -0.4804, 4.0092], [-2.3297, -3.7353, 1.3811], [-1.6755, -4.7900, 2.0200], [-1.9159, -6.0962, 1.6235], [-2.7897, -6.3620, 0.5790], [-3.4202, -5.3155, -0.0792], [-3.1873, -4.0073, 0.3151], [-1.6471, 0.5622, -2.0689], [-2.9800, 0.6481, -2.4943], [-3.3179, 0.9293, -3.8064], [-2.3243, 1.1840, -4.7362], [-0.9999, 1.0532, -4.3681], [-0.6453, 0.7009, -3.0622], [1.1215, 0.4233, -2.6583], [1.6434, -0.7561, -3.9607], [0.7939, -1.4409, -4.8244], [1.3167, -2.3241, -5.7595], [2.6815, -2.5489, -5.8345], [3.5284, -1.9172, -4.9370], [3.0120, -1.0419, -3.9968], [1.7592, 1.9990, -3.3537], [2.7436, 2.1156, -4.3305], [3.2386, 3.3651, -4.6864], [2.7538, 4.5107, -4.0756], [1.7546, 4.4064, -3.1146], [1.2676, 3.1639, -2.7553], [5.0252, 4.8299, -0.6879], [4.6850, 2.3657, -1.3251], [2.7485, 1.0339, 2.1326], [1.2301, 4.7859, 1.0394], [3.1259, 5.7564, 0.1509], [2.4016, 3.1619, 4.0113], [2.3197, 3.9436, 6.3446], [0.1422, 4.3829, 7.4346], [-1.9519, 4.0980, 6.1514], [-1.8744, 3.2839, 3.8239], [-0.8719, 5.0934, 2.2627], [-2.1195, 6.3777, 0.5703], [-2.6890, 5.3220, -1.5945], [-2.2368, 2.9392, -1.9587], [-3.8250, 2.1091, 0.0445], [-6.0780, 1.5345, 0.8224], [-6.5148, -0.6901, 1.8296], [-4.6425, -2.2686, 2.1438], [-2.6942, -3.7935, 4.0794], [-3.2445, -3.2270, 6.4042], [-3.0055, -0.9051, 7.2136], [-2.1599, 0.8498, 5.6743], [-1.6406, 0.2874, 3.3406], [-0.9685, -4.5944, 2.8207], [-1.3933, -6.9038, 2.1204], [-2.9731, -7.3846, 0.2687], [-4.0878, -5.5173, -0.9092], [-3.6713, -3.1923, -0.2107], [-3.7702, 0.5001, -1.7697], [-4.3619, 0.9841, -4.0936], [-2.5839, 1.4767, -5.7470], [-0.2182, 1.2372, -5.0961], [-0.2759, -1.3029, -4.7611], [0.6444, -2.8492, -6.4283], [3.0773, -3.2527, -6.5536], [4.5903, -2.1274, -4.9608], [3.6567, -0.5856, -3.2516], [3.1275, 1.2285, -4.8156], [4.0083, 3.4430, -5.4456], [3.1530, 5.4810, -4.3465], [1.3653, 5.2990, -2.6400], [0.5000, 3.0771, -1.9934], [0.5691, -4.0497, 5.0592], [2.2913, -2.7239, 4.3520], [1.6403, -4.5138, 1.2460], [1.2932, -0.7513, 3.1630], [3.2307, -4.0807, 2.4040], [2.8452, -0.3405, 0.0179], [2.9723, 1.0339, 0.0021], [4.1645, 1.6471, 0.6164], [6.2527, 2.8041, -0.0527], [7.3783, 2.9624, 0.1085], [5.1231, 0.8579, 1.3508], [5.8956, 0.2602, 1.9554], [-0.0320, -6.8464, -2.9862], [1.0882, -6.0493, -2.9889], [2.0632, -6.3532, -3.6591], [0.9699, -4.8563, -2.1170], [2.0596, -4.4150, -1.4500], [1.8911, -3.4172, -0.3852], [0.7679, -2.5678, -0.5304], [-0.2968, -3.0355, -1.1992], [-0.2911, -4.1843, -1.9310], [0.0621, -7.7658, -3.3799], [-0.7183, -6.7135, -2.2613], [3.0298, -4.8712, -1.5903], [2.7849, -2.8563, -0.1089], [-1.1790, -2.3972, -1.1657], [-1.1703, -4.4865, -2.4828]],
  "atomic_forces_ev_per_a": [[0.28, -0.26, -0.28], [-0.09, 0.10, -0.04], [-0.11, -0.17, 0.19], [0.06, -0.01, 0.19], [-0.07, 0.11, -0.08], [-0.20, -0.34, 0.24], [0.28, 0.07, -0.14], [-0.08, 0.34, -0.04], [-0.01, -0.18, 0.07], [-0.03, 0.05, -0.07], [0.01, 0.00, 0.06], [-0.01, 0.07, 0.01], [-0.02, -0.01, 0.04], [0.03, 0.00, -0.03], [0.01, 0.10, -0.06], [-0.12, -0.08, -0.06], [0.00, 0.10, -0.01], [-0.05, 0.04, 0.03], [0.06, -0.02, -0.11], [0.33, -0.10, 0.32], [-0.46, 0.24, -0.57], [0.32, -0.21, 0.08], [0.02, 0.15, 0.15], [0.00, 0.10, -0.09], [-0.04, -0.13, 0.05], [-0.10, 0.11, -0.13], [-0.09, -0.04, -0.16], [-0.19, 0.01, 0.38], [0.09, -0.15, 0.03], [0.04, 0.08, -0.05], [-0.08, -0.05, 0.02], [0.01, 0.02, 0.09], [-0.03, 0.03, -0.07], [0.09, -0.07, 0.07], [0.10, 0.03, -0.13], [-0.06, -0.03, 0.02], [0.01, -0.04, -0.02], [0.00, -0.06, -0.04], [-0.07, 0.01, -0.02], [-0.06, -0.02, 0.11], [0.60, -0.09, -0.19], [0.07, -0.28, 0.13], [-0.13, 0.02, 0.08], [-0.03, 0.06, -0.26], [-0.01, 0.05, 0.16], [-0.53, -0.06, 0.06], [-0.11, 0.02, 0.12], [0.00, -0.12, 0.21], [0.14, 0.00, -0.01], [-0.08, -0.06, -0.07], [-0.10, -0.06, 0.03], [0.10, 0.03, 0.02], [-0.10, -0.05, 0.10], [0.15, 0.13, 0.05], [-0.05, 0.02, 0.06], [0.01, 0.06, 0.00], [0.03, 0.04, -0.06], [0.00, 0.04, -0.03], [0.09, -0.09, 0.03], [-0.05, 0.03, -0.03], [-0.10, 0.01, 0.10], [0.17, -0.02, -0.06], [-0.05, 0.02, 0.01], [0.04, -0.01, -0.03], [0.01, -0.02, 0.02], [0.00, -0.02, -0.01], [0.01, 0.03, -0.01], [0.00, -0.03, -0.01], [-0.02, -0.03, 0.04], [0.04, -0.02, 0.00], [0.03, 0.01, -0.02], [-0.04, -0.04, 0.00], [-0.03, 0.06, 0.01], [-0.08, 0.02, 0.01], [0.01, 0.01, -0.01], [0.00, 0.00, 0.01], [0.00, 0.01, 0.03], [-0.03, -0.03, 0.03], [0.01, -0.01, 0.01], [0.02, -0.01, 0.01], [0.00, 0.03, 0.02], [0.02, 0.02, 0.01], [0.07, 0.02, 0.01], [0.00, 0.00, 0.02], [0.01, 0.00, 0.00], [0.00, 0.01, 0.00], [0.01, -0.01, -0.01], [-0.02, 0.01, -0.10], [-0.01, 0.01, 0.00], [0.01, -0.05, -0.02], [0.01, -0.04, -0.02], [-0.02, 0.02, -0.02], [0.02, -0.02, 0.03], [0.02, -0.02, -0.04], [0.01, 0.01, 0.05], [0.05, -0.04, -0.06], [0.02, 0.04, -0.03], [0.00, -0.02, 0.01], [-0.02, 0.00, 0.00], [-0.02, -0.01, 0.05], [0.06, 0.08, 0.01], [-0.09, 0.02, -0.10], [0.16, -0.03, -0.34], [-0.40, -0.04, -0.55], [0.08, -0.20, -0.07], [0.37, 0.45, 0.53], [-0.28, 0.06, 0.47], [-0.11, 0.13, -0.23], [-0.12, 0.39, -0.35], [0.34, 0.07, -0.03], [-0.02, -0.02, -0.06], [-0.06, -0.50, 0.16], [0.03, 0.03, -0.06], [-0.19, 0.06, 0.05], [0.03, -0.31, -0.23], [-0.02, 0.11, 0.14], [0.35, 0.46, 0.13], [-0.11, -0.14, -0.44], [0.11, -0.43, 0.92], [0.10, 0.51, -0.08], [0.03, 0.14, 0.06], [-0.24, -0.20, -0.09], [0.08, 0.01, -0.04], [0.04, 0.02, 0.03], [-0.02, -0.03, -0.02], [0.02, -0.06, -0.14], [-0.02, -0.06, -0.05], [-0.03, 0.05, 0.02]],
  "mulliken_charge": [0.854, -0.899, 1.160, -1.058, -0.652, 0.627, -0.805, 1.025, 0.428, -0.691, -0.751, -0.581, -0.760, -0.679, -0.351, -0.176, -1.069, -1.029, 0.710, 0.074, 0.916, -0.293, -0.208, -0.963, -1.152, -0.049, -0.243, 1.922, 0.698, -0.660, -0.607, -0.632, -0.620, -0.369, 0.452, -0.232, -1.044, -0.635, -0.791, -0.902, 0.514, -0.226, -0.982, -0.976, -0.269, -0.058, 2.247, 0.523, -0.610, -0.711, -0.593, -0.643, -0.861, 0.214, -0.552, -0.746, -0.730, -0.508, -0.266, 0.327, 0.012, 1.060, 0.370, 0.306, 0.272, 0.422, 0.377, 0.411, 0.475, 0.457, 0.359, 0.428, 0.147, 0.555, 0.439, 0.356, 0.485, 0.318, 0.380, 0.361, 0.433, 0.008, 0.418, 0.409, 0.404, 0.378, 0.278, 0.342, 0.374, 0.372, 0.484, 0.345, 0.379, 0.354, 0.413, 0.517, 0.388, 0.406, 0.343, 0.465, 0.036, -0.686, 0.256, 0.114, -0.139, -0.416, -0.652, 0.360, 0.407, 0.151, -0.654, -0.717, -0.641, -0.351, -0.060, -0.695, 1.121, -1.102, -0.511, 0.545, 0.386, -1.572, 0.250, 0.183, 0.544, 0.703, -0.093, 0.673]
}